Molecular formula: H21O11
Method: DFT, ωB97M-V/def2-TZVPD

**M**: 197.157 g mol⁻¹
**Total charge**: -1
**Gap between HOMO and LUMO**: 10.0896 eV
**Spin multiplicity**: 1

Geometry as XYZ:
```
32
H21O11 | OMol25 | ωB97M-V/def2-TZVPD
O -0.645 0.298 0.225
H 0.168 -0.142 -0.110
O -1.223 1.207 -2.323
H -1.041 0.902 -1.416
H -1.068 2.127 -2.448
O -3.116 1.269 0.517
H -2.292 0.867 0.327
H -3.104 1.403 1.457
O 0.852 0.740 2.417
H 0.749 -0.080 2.983
H 0.283 0.524 1.635
O 1.394 -2.083 1.137
H 1.429 -1.873 0.192
H 0.495 -1.896 1.380
O 3.563 -0.728 -0.731
H 4.271 -0.153 -0.443
H 2.853 -0.077 -0.628
O 1.119 -2.097 -1.675
H 1.271 -1.383 -2.310
H 0.330 -2.589 -1.969
O 1.678 1.289 -1.310
H 2.274 2.031 -1.103
H 1.019 1.340 -0.635
O -2.320 -1.313 -1.200
H -2.126 -2.142 -0.739
H -1.615 -0.789 -0.760
O -1.166 -1.723 1.880
H -1.050 -1.089 1.164
H -2.077 -1.953 2.104
O -0.449 2.955 0.564
H 0.134 3.166 1.236
H -0.588 1.993 0.583
```



Molecular formula: H21O11Pb
Method: DFT, ωB97M-V/def2-TZVPD

**M**: 404.357 g mol⁻¹
**Total charge**: +1
**Gap between HOMO and LUMO**: 8.6059 eV
**Spin multiplicity**: 1

Geometry as XYZ:
```
33
H21O11Pb | OMol25 | ωB97M-V/def2-TZVPD
Pb -1.335 2.164 -1.420
O -0.141 0.592 -0.233
H -0.059 -0.303 0.060
O -1.070 1.040 2.207
H -0.338 1.164 2.865
H -0.652 0.910 1.363
O -1.628 -0.296 -2.532
H -1.068 -0.639 -1.842
H -1.105 -0.536 -3.356
O 0.621 3.260 -0.639
H 1.368 3.374 -1.261
H 0.734 3.985 0.015
O 0.584 -1.794 1.825
H 0.614 -1.730 2.807
H -0.293 -1.486 1.651
O -2.010 -1.500 1.348
H -2.026 -0.586 1.553
H -2.188 -1.536 0.365
O 0.049 -2.435 -0.805
H 0.203 -2.557 0.172
H 0.787 -2.966 -1.166
O 1.905 1.107 1.453
H 1.206 1.145 0.866
H 1.837 0.321 1.927
O 1.701 0.692 -2.116
H 0.900 0.608 -1.638
H 2.018 -0.186 -2.279
O -2.974 0.791 -0.434
H -3.809 0.977 -0.050
H -3.112 0.017 -0.920
O 3.143 -1.478 -0.232
H 3.790 -0.844 0.205
H 2.363 -1.270 0.252
```



Molecular formula: H22HeO11
Method: DFT, ωB97M-V/def2-TZVPD

**M**: 202.168 g mol⁻¹
**Gap between HOMO and LUMO**: 9.9265 eV
**Spin multiplicity**: 1

Geometry as XYZ:
```
34
H22HeO11 | OMol25 | ωB97M-V/def2-TZVPD
He 0.275 0.287 -0.184
O 0.264 -1.123 -3.423
H -0.417 -1.795 -3.393
H -0.198 -0.325 -3.678
O 1.370 2.536 1.862
H 0.714 3.215 2.025
H 2.195 2.925 2.154
O -2.333 3.398 -2.298
H -1.982 3.177 -1.435
H -3.250 3.617 -2.136
O -3.236 0.000 -1.832
H -4.019 -0.527 -1.674
H -2.624 -0.267 -1.146
O 3.531 -1.289 -0.037
H 3.433 -1.418 0.907
H 3.134 -0.434 -0.205
O 2.474 1.215 -0.446
H 2.045 1.820 0.159
H 2.277 1.565 -1.315
O 1.147 -1.814 2.162
H 1.789 -1.333 2.685
H 1.407 -1.653 1.255
O -1.851 -2.229 -0.245
H -0.979 -2.332 -0.626
H -1.716 -1.657 0.510
O -1.675 -1.218 2.496
H -0.803 -1.605 2.576
H -1.517 -0.274 2.465
O -1.127 1.515 2.494
H -1.510 2.088 1.829
H -0.196 1.482 2.274
O 0.900 -2.542 -0.943
H 0.821 -1.921 -1.667
H 1.656 -3.083 -1.172
```



Molecular formula: H22KrO11
Method: DFT, ωB97M-V/def2-TZVPD

**M**: 281.965 g mol⁻¹
**Gap between HOMO and LUMO**: 10.5563 eV
**Spin multiplicity**: 1

Geometry as XYZ:
```
34
H22KrO11 | OMol25 | ωB97M-V/def2-TZVPD
Kr -4.794 16.084 -1.821
O -2.370 17.804 1.770
H -3.134 18.038 1.243
H -1.873 17.201 1.217
O -5.229 18.441 0.888
H -5.788 18.882 1.528
H -5.584 17.554 0.831
O -7.229 16.228 0.821
H -6.934 15.349 0.586
H -7.782 16.099 1.592
O -6.023 16.386 -5.947
H -5.656 17.232 -6.206
H -6.655 16.599 -5.260
O -5.539 13.775 -4.546
H -5.577 13.260 -5.351
H -6.001 14.586 -4.758
O -6.120 13.568 0.000
H -6.804 13.209 -0.565
H -5.301 13.326 -0.431
O -3.066 15.101 -4.716
H -3.956 14.822 -4.929
H -2.967 14.898 -3.786
O -0.870 15.923 -2.126
H -0.992 15.120 -2.634
H -1.478 16.549 -2.518
O -2.038 18.354 -3.142
H -2.865 18.817 -3.008
H -1.377 18.924 -2.749
O -3.631 13.005 -1.196
H -2.686 12.952 -1.054
H -3.737 12.908 -2.142
O -7.847 15.640 -3.868
H -8.219 16.445 -3.508
H -8.146 14.951 -3.276
```



The calculation returns the following relative energy (zero: lowest compared OMol25 entry of this formula, charge and spin) values, one per record and in order: 124.1, 41.6, 108.2, 51.6 kJ/mol.
The calculation returns the following max |F| values, one per record and in order: 0.0564, 0.0761, 0.0179, 0.0175 Eh/bohr.